This record from the OMol25 dataset describes a structure of composition C19H29InN2O5SSi. The level of theory is ωB97M-V/def2-TZVPD.

The spin multiplicity is 1. As for the lowest unoccupied orbital energy: 0.0041 Eh. The calculation puts the HOMO energy at -7.466 eV. The calculation puts the energy at -57274.9025 eV.

Atoms and positions in Å:
In 0.10293 0.85295 0.18900
C -3.55404 3.27212 -1.17084
C -2.84025 2.06112 -0.62975
O -1.59718 2.11356 -0.63490
C -3.59983 0.91559 -0.17012
C -4.96717 0.81190 -0.50832
C -5.72199 -0.26353 -0.12368
C -5.11172 -1.27162 0.64431
C -3.79506 -1.19456 1.01161
C -2.99011 -0.09480 0.62131
O -1.76205 -0.03315 1.02930
H -2.83144 4.07210 -1.30478
H -4.34958 3.58980 -0.49793
H -4.01291 3.04377 -2.13489
H -5.42618 1.59296 -1.09958
H -6.76277 -0.33666 -0.40470
H -5.69488 -2.13048 0.95507
H -3.32345 -1.96632 1.60519
C 1.50163 1.16718 4.47389
C 1.35611 1.16339 2.98746
N 0.20458 1.07140 2.41814
O -0.88132 0.94765 3.27099
C 2.54229 1.22944 2.13402
C 3.92370 1.43848 2.65141
N 2.30392 1.06002 0.86453
O 3.26456 1.04217 0.02948
H 0.66784 0.65668 4.94507
H 1.51327 2.19821 4.83636
H 2.44014 0.69991 4.76326
H -1.52333 0.51996 2.66427
H 3.92794 1.96742 3.60364
H 4.48683 2.01567 1.91815
H 4.46348 0.49645 2.78520
C 0.96091 1.99918 -3.02487
S 1.19507 3.38663 -1.93592
C 2.96723 3.47629 -2.00762
O 0.81853 2.86125 -0.55966
H 1.23970 2.27800 -4.04034
H -0.09671 1.74414 -2.98790
H 1.57270 1.16816 -2.66669
H 3.25862 3.56209 -3.05465
H 3.35527 2.57673 -1.52288
H 3.27704 4.36613 -1.46290
C 3.04510 -3.96799 -0.77925
Si 1.24587 -3.79643 -1.21695
C 0.94632 -4.34562 -2.96892
C 0.19126 -4.78157 -0.04286
C 0.77202 -2.03485 -1.05845
C 0.46452 -0.86333 -0.94498
H 3.40658 -4.98005 -0.97464
H 3.20462 -3.74523 0.27740
H 3.64699 -3.26672 -1.35965
H 1.22393 -5.39675 -3.08185
H 1.53958 -3.75861 -3.67201
H -0.10463 -4.23777 -3.24174
H 0.39299 -5.85087 -0.14278
H -0.86820 -4.61149 -0.24194
H 0.39076 -4.49006 0.98985



This record from the OMol25 dataset describes a structure of composition C24H42Cl3MnN4O3SSi. The level of theory is ωB97M-V/def2-TZVPD.

The spin multiplicity is 6. As for the lowest unoccupied orbital energy (alpha / beta): 0.0857 / 0.0856 Eh. The calculation puts the HOMO energy (alpha / beta) at -2.988 / -4.322 eV. Its total charge is -1. The calculation puts the energy at -125280.5132 eV.

Atoms and positions in Å:
C -1.51673 -1.86362 -2.91825
C -1.03810 -2.83291 -1.88767
H -1.19957 -2.16205 -3.92013
H -1.13499 -0.84450 -2.73184
H -2.62039 -1.80223 -2.91504
C -0.57931 -4.06266 -2.15673
C -0.37587 -4.62648 -3.52230
H -0.33818 -4.75299 -1.34559
H -0.55876 -3.89440 -4.32135
H -1.03933 -5.49017 -3.67804
H 0.65557 -4.99173 -3.62283
Mn 0.00092 0.39938 0.09892
Cl -2.05351 0.47374 0.94796
Cl -0.05776 1.35342 -2.01671
H 0.57849 4.72249 3.81961
H -1.41516 5.76881 2.57017
C 0.98987 4.45212 2.83923
C -0.97090 5.38960 1.63816
N -0.10715 4.24523 1.89783
H 1.59343 3.54938 2.93071
C -0.30532 3.08907 1.27300
O 0.48233 2.10356 1.38493
H -1.76725 5.05442 0.96874
H -1.22101 2.99871 0.66651
H 1.61912 5.28089 2.48881
H -0.41425 6.20431 1.15285
H 1.50656 -1.48740 -2.70561
H 2.55754 -3.53430 -1.30646
C 2.39320 -0.91481 -2.38489
C 3.37484 -2.80522 -1.15512
N 2.86067 -1.44529 -1.11113
H 2.11201 0.14209 -2.28582
C 2.64446 -0.81573 0.03908
O 2.01701 0.27279 0.13474
H 3.88159 -3.02306 -0.20718
H 3.03558 -1.31759 0.93591
H 3.19692 -1.04103 -3.12493
H 4.07884 -2.89113 -1.99145
O 0.01609 -1.47276 -0.28662
C -1.04753 -2.33287 -0.45749
C 0.19854 -3.97328 1.03700
C -1.00136 -3.40475 0.62212
H 1.14137 -3.58895 0.63761
C 0.17241 -5.00468 1.97735
H -1.98567 -1.77224 -0.32928
C -2.20508 -3.75888 1.22619
H 1.11424 -5.49208 2.23293
C -1.03311 -5.38222 2.57356
C -2.22296 -4.72689 2.22976
H -3.09959 -3.23898 0.86902
H -1.03496 -6.19000 3.31169
H -3.16655 -4.98624 2.71676
Si -0.34229 4.36887 -4.28812
Cl -0.52357 2.42962 -5.09567
C 1.50586 4.58747 -4.02193
C -1.52212 4.44122 -2.82532
C -0.89118 5.69031 -5.51355
H 1.94534 3.70816 -3.53035
H 1.69371 5.47983 -3.40820
H 2.00859 4.73158 -4.99219
H -0.23914 5.77139 -6.39139
H -0.86036 6.65536 -4.98089
H -1.91543 5.52740 -5.86329
H -1.32681 3.61521 -2.11779
H -2.55619 4.35157 -3.19095
H -1.45021 5.40982 -2.31186
C 0.04171 -2.58024 5.48765
N -0.14276 -1.16620 5.21517
C -0.58264 -0.19096 6.09942
C -0.61125 0.97619 5.38758
N -0.19998 0.69136 4.10490
C 0.10967 -0.64097 3.97359
S 0.70490 -1.50573 2.68936
H -0.63506 -3.16508 4.84829
H 1.06792 -2.85716 5.23358
H -0.15671 -2.78719 6.54720
H -0.81329 -0.41706 7.12989
H -0.87334 1.97320 5.67864
H -0.14664 1.32605 3.29755



This record from the OMol25 dataset describes the molecule C8H6. The level of theory is ωB97M-V/def2-TZVPD.

The spin multiplicity is 1. As for the lowest unoccupied orbital energy (alpha / beta): -0.0207 / -0.0234 Eh. The calculation puts the HOMO energy (alpha / beta) at -8.668 / -7.482 eV. The calculation puts the energy at -8385.9122 eV.

Atoms and positions in Å:
C 1.17771 -1.48213 0.15446
C 0.13821 0.64200 -0.00071
C -0.09338 -1.59440 -0.18866
C -0.85407 -0.41203 -0.00446
C 1.44812 -0.02135 0.06546
C -2.12493 -0.13027 0.08182
C 2.67792 0.56400 0.00633
C -3.37482 0.30609 0.05902
H 1.98984 -2.25199 0.31713
H 0.19014 1.67284 -0.34173
H 2.81089 1.71653 -0.07050
H 3.66311 0.13369 -0.12012
H -3.95903 0.22697 0.86197
H -3.68971 0.63004 -0.82002



This record from the OMol25 dataset describes a cluster of 9 separate species, C32H60NO12 in total. The level of theory is ωB97M-V/def2-TZVPD.

The spin multiplicity is 1. As for the lowest unoccupied orbital energy: -0.1341 Eh. The calculation puts the HOMO energy at -10.647 eV. Its total charge is +1. The calculation puts the energy at -60198.0583 eV.

Atoms and positions in Å:
C 0.31275 0.65956 -1.75178
N 0.64766 0.97594 -0.35784
C 0.71920 2.41906 -0.24928
C -0.49366 0.54059 0.58648
C 1.92041 0.26227 -0.02983
C 2.56219 0.56257 1.26976
O 3.68238 -0.28105 1.45134
H -0.82941 0.98363 -1.88701
H 0.45343 -0.50236 -1.76206
H 1.05059 1.05566 -2.33423
H 0.85518 2.76972 0.78698
H -0.25908 2.95797 -0.69204
H 1.37136 2.77068 -0.99023
H -1.40250 1.10366 0.30712
H -0.16908 0.88117 1.51845
H -0.55893 -0.57471 0.77213
H 2.74178 0.39128 -0.86014
H 1.65795 -0.82053 -0.07468
H 1.95005 0.54180 2.01811
H 3.04926 1.55570 1.42349
H 3.35930 -0.80800 2.20464
C 4.83836 -2.27775 -3.82524
C 4.39799 -2.89573 -2.45612
C 5.08327 -3.96883 -1.85671
O 4.78312 -4.55280 -0.90307
C 6.20688 -4.50830 -2.57218
C 6.70096 -3.92039 -3.87439
C 6.00774 -2.77647 -4.39600
O 6.42084 -2.20539 -5.41160
O 7.66268 -4.50406 -4.68715
O 3.15444 -2.59858 -1.91119
H 4.35231 -1.40716 -4.39656
H 6.77355 -5.35006 -2.12079
H 8.13772 -5.20771 -4.16526
H 3.06616 -3.17196 -1.02889
C -3.95835 0.35584 -3.57992
C -4.32439 -0.28284 -4.90210
O -4.63688 -1.52357 -4.94000
C -4.46685 0.38123 -6.28224
H -4.66763 1.22374 -3.52178
H -3.00989 0.69941 -3.81836
H -3.93972 -0.32812 -2.76261
H -5.54473 0.73288 -6.27579
H -4.40747 -0.38914 -7.06643
H -3.65353 1.11819 -6.53098
C -2.10388 6.00993 -3.15003
C -3.01812 4.88154 -2.88512
O -2.59174 3.88094 -2.28787
C -4.44854 4.71514 -3.43015
H -2.59156 6.84481 -2.81616
H -1.95551 5.96851 -4.14268
H -1.16425 6.07088 -2.73769
H -4.28558 4.55920 -4.42601
H -4.90870 5.67604 -3.36882
H -5.38254 3.86677 -3.00227
C -3.91228 -3.97727 -1.49913
C -3.16115 -2.69873 -1.55684
O -3.32715 -1.72457 -0.80554
C -2.18945 -2.58291 -2.69145
H -4.86753 -3.81371 -0.86089
H -3.44808 -4.49843 -0.58676
H -3.88863 -4.77761 -2.36483
H -2.57217 -2.72280 -3.71100
H -1.59088 -3.47186 -2.47723
H -1.65849 -1.66008 -2.70765
C -0.72521 -3.85925 2.07628
C 0.47448 -4.09751 1.15695
O 0.37746 -3.58481 0.01561
C 1.73828 -4.89432 1.70247
H -0.41011 -3.65043 3.01167
H -0.99892 -4.77483 2.40247
H -1.31900 -3.14760 1.70603
H 2.44121 -4.12773 1.98144
H 2.26484 -5.48223 0.93238
H 1.39834 -5.65535 2.57917
C -2.27384 3.52959 2.03632
C -3.25665 4.15415 3.06228
O -3.02185 5.28515 3.48066
C -4.56356 3.39282 3.39848
H -2.67739 2.53482 1.73625
H -1.35418 3.23801 2.41162
H -2.03262 4.10387 1.09305
H -5.15071 4.06942 4.02432
H -4.54920 2.51532 4.00670
H -5.13451 3.08531 2.54747
C 1.71635 -1.02430 4.45704
C 2.93384 -2.04467 4.45925
O 3.79159 -1.91362 3.65340
C 3.09020 -3.17682 5.53522
H 1.30095 -0.89365 3.53755
H 1.90854 -0.01529 4.87957
H 1.12983 -1.37291 5.09958
H 2.25531 -3.16862 6.23896
H 4.08462 -2.99210 5.92850
H 2.95029 -3.94779 4.92530
C -0.23455 3.16273 5.38519
C 0.99445 3.25175 4.42692
O 1.14322 2.51758 3.59208
C 1.96132 4.44036 4.74741
H -0.92760 2.44293 5.01622
H -0.75953 4.08321 5.15392
H -0.18872 3.18459 6.57263
H 2.75409 4.56341 3.99917
H 2.77042 4.19905 5.44701
H 1.56733 5.43697 5.02758



The records above yield strongest force on any atom values of 0.6, 3.2, 5.8, 11.0 eV/Å, respectively.
The records above yield ΔE to the lowest compared entry with this formula, charge and spin values of 4.2, 0.0, 76.6, 0.0 kcal per mole, respectively.